1.
The following is a DFT calculation (ωB97M-V/def2-TZVPD) of C20H27N7O6Tb as an isolated structure at a distorted geometry.

Geometry as XYZ:
```
61
Properties=species:S:1:pos:R:3:forces:R:3:mulliken_charge:R:1
Tb 0.7675 -0.1512 0.0254 -3.106 3.098 -0.408 0.86
C -1.0326 2.5927 2.4231 0.062 -0.078 -0.024 -1.63
C 0.1792 1.6987 2.5035 -0.019 -0.031 0.233 0.50
C 1.4667 2.1954 2.3090 -0.010 -0.061 0.044 0.10
C 2.5928 1.3988 2.5258 -0.029 -0.002 0.042 0.53
C 3.9701 1.9896 2.4388 -0.023 -0.017 -0.062 -1.84
C 2.4084 0.0660 2.8787 -0.136 0.101 0.099 -0.47
C 1.1322 -0.4724 3.0607 -0.037 0.174 0.254 1.14
C 0.9672 -1.8965 3.5124 0.022 0.040 -0.082 -1.85
C 0.0265 0.3633 2.8919 0.138 0.173 0.123 -0.73
H -1.7909 2.1771 1.7563 -0.025 0.044 -0.005 0.33
H -0.7674 3.5969 2.0906 -0.014 0.003 -0.024 0.35
H -1.4894 2.6855 3.4091 -0.014 0.021 -0.009 0.44
H 1.6075 3.2444 2.0676 -0.027 -0.014 -0.080 0.36
H 4.2095 2.4982 3.3747 0.027 0.001 -0.007 0.41
H 4.0375 2.7226 1.6353 0.012 -0.014 -0.004 0.39
H 4.7219 1.2205 2.2706 0.005 0.012 -0.008 0.40
H 3.2753 -0.5573 3.0683 0.001 -0.035 -0.111 0.45
H 1.4256 -2.0318 4.4927 -0.013 -0.028 0.006 0.50
H 1.4623 -2.5796 2.8197 -0.006 -0.016 0.015 0.32
H -0.0851 -2.1650 3.5777 0.000 -0.002 0.018 0.31
H -0.9630 -0.0068 3.1281 -0.017 -0.089 -0.174 0.34
C -0.4337 4.7867 -0.8795 -0.091 0.000 0.040 -1.03
N -0.4056 3.9587 -2.0763 0.042 0.080 -0.012 0.13
C -0.9524 4.5395 -3.2988 -0.007 -0.095 -0.041 -1.09
C -0.1704 2.6294 -1.9415 -0.140 -0.021 0.075 0.49
N -0.0476 2.0238 -0.8005 0.116 0.133 0.021 -0.16
N -0.0892 1.9259 -3.1307 -0.085 0.054 -0.018 -0.04
C 0.6012 0.7447 -3.3533 0.128 -0.081 0.130 0.40
N 0.6217 0.3682 -4.6577 -0.010 0.020 -0.113 -0.40
N 1.2022 0.1276 -2.4059 -0.169 0.036 0.016 -0.35
H -0.3239 5.8271 -1.1709 -0.003 -0.005 -0.033 0.37
H 0.4089 4.5413 -0.2326 -0.005 0.023 -0.008 0.35
H -1.3691 4.6855 -0.3190 0.028 -0.038 0.000 0.35
H -0.9582 5.6191 -3.1950 -0.015 0.014 0.011 0.30
H -1.9781 4.2063 -3.4785 0.000 0.024 -0.026 0.37
H -0.3396 4.3194 -4.1746 0.060 0.026 0.042 0.41
H -0.2066 2.6779 -0.0447 0.007 0.001 0.048 -0.34
H -0.3750 2.4245 -3.9526 0.053 0.003 -0.059 0.16
H 0.0190 0.7869 -5.3441 -0.036 0.009 0.060 0.17
H 0.9695 -0.5468 -4.8830 0.015 -0.024 0.003 0.23
H 1.6688 -0.7053 -2.7484 0.021 -0.057 -0.087 0.18
O 2.8815 0.2711 -0.1596 1.601 -0.190 0.081 -0.28
N 3.0675 -0.9647 -0.2788 2.017 -0.512 -0.279 0.13
O 2.2308 -1.6663 0.3597 1.244 -0.985 0.147 -0.23
O -0.2587 -1.7869 -1.1656 -0.207 -0.283 -0.202 -0.55
C -0.8515 -2.1337 -0.1083 -0.776 -0.825 -0.192 0.74
O -0.8778 -1.3514 0.8901 -0.600 -0.675 0.576 -0.44
C -1.5170 -3.4630 -0.0374 -0.010 -0.039 0.013 0.28
C -1.5361 -4.1936 1.1458 -0.026 0.090 0.074 -0.33
C -2.1462 -5.4370 1.1852 -0.004 0.008 0.024 -0.72
C -2.7669 -5.9451 0.0554 -0.071 -0.046 -0.131 -0.46
C -2.7479 -5.1985 -1.1116 0.095 0.202 0.380 -0.15
C -2.1175 -3.9703 -1.1797 0.012 -0.065 -0.197 -0.35
N -3.4216 -5.7180 -2.3110 0.138 -0.240 -0.355 1.03
O -3.3260 -5.0649 -3.3333 -0.091 -0.016 0.184 -0.60
O -3.9984 -6.7809 -2.2140 -0.002 0.174 0.042 -0.60
H -1.0630 -3.7893 2.0314 -0.020 0.021 -0.021 0.35
H -2.1521 -6.0111 2.1014 0.018 0.001 -0.007 0.42
H -3.2617 -6.9050 0.0671 -0.016 0.001 -0.016 0.51
H -2.1010 -3.4211 -2.1092 0.000 -0.001 -0.005 0.57
```
Forces are in eV/Å.

As for the net charge: +1. Its HOMO energy (spin up / spin down) is -0.440 / -0.434 Eh. The spin multiplicity is 7. As for the HOMO-LUMO gap (spin up / spin down): 9.5 / 9.3 eV.

***

2.
The following is a DFT calculation (ωB97M-V/def2-TZVPD) of C20H28AlCl24FNO3 as an isolated structure.

Geometry as XYZ:
```
78
Properties=species:S:1:pos:R:3:forces:R:3:mulliken_charge:R:1
C 2.1495 -1.4542 3.1783 -0.205 0.291 0.426 0.18
C 1.8244 -1.5125 2.0139 0.120 0.070 -0.800 -0.47
Al 1.7981 -1.5559 -0.0188 0.148 -0.939 -0.141 -0.95
C 1.5247 -3.4697 -0.6335 -0.475 0.699 0.180 -0.24
C 0.0306 -3.8267 -0.7356 0.298 -0.094 0.022 -0.70
C -0.7297 -3.7174 0.5622 -0.528 -0.139 -0.159 0.49
O -2.1367 -3.9994 0.3415 0.177 -0.038 0.175 -0.59
C 3.4311 -0.7000 -0.7988 -0.087 -0.162 0.251 -0.80
C 4.7883 -1.3546 -0.4934 0.174 0.392 -0.052 0.28
C 5.0390 -1.6411 0.9666 -0.016 -0.067 -0.294 -0.22
F 6.4245 -1.7863 1.1920 0.044 -0.057 0.038 -0.40
N 0.1484 -0.5985 -0.4405 0.655 0.750 0.080 0.75
C -0.0936 0.4358 0.5078 -0.386 -0.434 -0.073 0.40
C -1.2969 0.2349 1.3813 -0.189 0.010 0.062 -1.15
O 0.6270 1.3949 0.6238 0.043 0.253 -0.089 -0.69
C 0.0641 -0.1980 -1.7428 -0.113 0.183 0.047 0.65
C -0.9291 0.9026 -2.0920 0.013 -0.602 0.100 -1.13
O 0.7053 -0.7113 -2.6493 0.089 -0.227 -0.151 -0.60
H 2.3670 -1.2965 4.2075 0.082 -0.126 0.052 0.50
H 1.9236 -3.5415 -1.6468 0.289 -0.102 -0.024 0.36
H 2.0497 -4.1794 0.0090 0.095 -0.139 -0.004 0.14
H -0.1151 -4.8515 -1.0923 -0.061 -0.055 -0.148 0.47
H -0.4360 -3.1592 -1.4611 -0.110 0.027 -0.080 -0.01
H -0.3702 -4.4519 1.2812 0.092 -0.008 0.124 0.09
H -0.6503 -2.7253 1.0022 0.249 0.084 0.087 -0.24
H -2.6048 -3.1713 0.4534 -0.085 0.030 -0.086 0.32
H 3.4763 0.3600 -0.5318 0.006 0.083 0.138 0.45
H 3.3183 -0.7153 -1.8839 -0.200 -0.006 -0.116 0.35
H 5.5858 -0.6789 -0.8116 0.181 -0.016 -0.041 -0.19
H 4.9196 -2.2720 -1.0663 -0.067 -0.124 -0.060 -0.04
H 4.5730 -2.5767 1.2702 -0.109 -0.021 0.200 0.13
H 4.6884 -0.8273 1.5951 -0.016 0.051 0.137 0.28
H -1.6373 1.1894 1.7604 0.170 0.101 0.224 0.45
H -1.0412 -0.4261 2.2095 0.118 -0.059 0.048 0.21
H -2.1146 -0.2187 0.8246 0.002 -0.143 -0.112 0.34
H -0.4184 1.8518 -2.2194 0.000 0.152 0.096 0.21
H -1.3644 0.6022 -3.0374 -0.107 0.106 -0.085 0.31
H -1.7192 0.9737 -1.3491 -0.056 0.274 0.104 0.22
C 0.7237 1.6654 -5.4353 0.030 -0.121 0.107 0.53
Cl -1.0105 1.9565 -5.3039 -0.015 0.136 -0.254 -0.15
Cl 1.0572 0.3827 -6.5956 0.003 0.016 0.001 -0.14
Cl 1.5761 3.1501 -5.8802 -0.005 0.005 0.021 -0.16
H 1.0814 1.3403 -4.4641 -0.017 -0.084 0.011 -0.12
C -4.3149 3.3584 0.5802 0.127 -0.021 0.007 0.45
Cl -2.7481 4.0976 0.2517 -0.012 -0.005 -0.002 -0.12
Cl -5.0724 2.8028 -0.9156 -0.038 0.009 -0.002 -0.15
Cl -4.1476 2.0269 1.7232 -0.215 0.200 -0.034 -0.06
H -4.9576 4.1126 1.0130 0.087 -0.092 0.045 -0.11
C -6.4564 -0.7073 3.1852 0.021 -0.027 -0.075 -0.02
Cl -7.3167 -2.1446 3.7429 0.001 0.003 0.022 -0.14
Cl -4.9215 -1.1422 2.4402 -0.019 -0.100 0.058 -0.03
Cl -7.4609 0.2266 2.0732 0.003 0.005 0.009 -0.11
H -6.2472 -0.0887 4.0472 -0.005 0.017 0.006 0.30
C -6.0704 7.5313 1.5456 0.074 -0.006 0.065 0.80
Cl -7.4065 8.2379 2.4510 -0.036 -0.016 0.019 -0.13
Cl -4.6586 7.2979 2.5742 -0.002 0.005 -0.017 -0.12
Cl -6.5502 6.0077 0.7932 -0.167 0.112 -0.073 -0.14
H -5.8022 8.2210 0.7573 0.002 0.007 -0.015 -0.40
C 4.6636 -6.4882 -0.0529 -0.011 0.108 -0.033 -0.17
Cl 3.9156 -6.0267 1.4718 0.051 0.015 -0.012 -0.06
Cl 3.4895 -7.2778 -1.1120 0.001 -0.017 0.003 -0.14
Cl 5.3895 -5.0933 -0.8484 -0.004 -0.023 0.020 -0.07
H 5.4501 -7.1990 0.1591 0.003 -0.020 -0.004 0.41
C 1.0468 -5.9184 4.5369 0.007 0.152 -0.142 -0.18
Cl -0.5689 -6.0056 5.2574 0.005 -0.027 0.022 -0.15
Cl 1.2841 -7.2215 3.3679 -0.082 -0.091 0.068 -0.12
Cl 1.3224 -4.3531 3.7832 0.014 -0.103 0.079 0.00
H 1.7688 -6.0534 5.3306 -0.012 -0.013 0.027 0.37
C 7.3408 0.2771 -3.3953 -0.087 -0.072 0.047 -0.03
Cl 8.4274 -0.7465 -2.4532 0.016 0.005 -0.005 -0.12
Cl 6.0888 -0.6886 -4.1752 0.006 0.008 0.001 -0.10
Cl 6.6240 1.5282 -2.3836 0.009 0.064 -0.012 -0.12
H 7.9224 0.7610 -4.1675 0.010 0.004 -0.010 0.34
C -5.3478 11.2303 -0.9238 -0.045 0.016 -0.005 0.05
Cl -4.9307 9.5839 -1.4064 0.011 0.008 0.007 -0.13
Cl -6.5636 11.9086 -2.0047 0.011 0.004 0.006 -0.12
Cl -5.8978 11.2834 0.7528 0.027 -0.061 -0.032 -0.10
H -4.4544 11.8345 -1.0018 0.017 0.001 0.002 0.29
```
Forces are in eV/Å.

As for the net charge: -1. Its HOMO energy is -0.191 Eh. As for the HOMO-LUMO gap: 6.6 eV.

***

3.
The following is a DFT calculation (ωB97M-V/def2-TZVPD) of C20H28AlNO2S as an isolated structure at a distorted geometry.

Geometry as XYZ:
```
53
Properties=species:S:1:pos:R:3:forces:R:3:mulliken_charge:R:1
O -0.0801 0.0492 0.5481 -0.040 -0.108 0.228 -0.43
C 0.9129 -0.4976 -0.3702 -0.032 0.094 0.200 -0.52
C 0.4198 0.4093 -1.4892 -0.033 -0.050 -0.198 -0.54
H 0.7571 -1.5631 -0.5054 -0.091 -0.134 -0.112 0.31
H 1.9207 -0.3319 -0.0039 0.127 0.103 0.070 0.23
C -0.7251 0.8206 -0.5506 0.053 -0.111 -0.085 1.54
H 0.1124 -0.0869 -2.4052 0.024 -0.081 -0.034 0.07
H 1.0961 1.2255 -1.7287 0.055 0.040 0.021 0.39
C -2.0527 0.1994 -0.9117 -0.074 -0.032 -0.002 -1.64
H -1.9783 -0.8855 -0.9305 0.045 -0.095 -0.058 0.38
H -2.3578 0.5370 -1.9020 -0.004 0.055 -0.045 0.48
H -2.8321 0.4762 -0.2077 -0.085 0.021 0.117 0.29
C -0.8324 2.2842 -0.2212 0.035 0.068 0.042 -1.60
H 0.1458 2.7351 -0.0827 0.117 0.028 0.038 0.36
H -1.4084 2.4362 0.6884 -0.090 -0.001 0.085 0.19
H -1.3363 2.8064 -1.0339 -0.037 0.004 -0.073 0.48
Al 0.0000 0.0000 2.7747 0.039 0.561 -7.677 0.85
C 0.8724 1.5476 4.3216 2.240 4.906 0.655 -0.21
C 1.8008 0.4936 4.2057 6.294 1.428 0.349 -0.66
C 2.3500 0.5530 2.9052 -0.329 -0.695 0.291 -1.14
H 2.0474 -0.2324 4.9609 1.127 0.465 0.096 0.68
C 1.7496 1.6206 2.2260 -0.464 -0.129 -0.505 -0.02
C 0.8139 2.2293 3.0849 -0.090 0.214 -0.226 -1.38
H 0.1854 3.0721 2.8514 0.005 0.083 0.140 0.48
H 0.3033 1.7869 5.2016 1.302 2.603 0.298 0.73
H 3.0543 -0.1465 2.4948 0.233 -0.073 0.025 0.49
H 1.9334 1.8920 1.2011 -0.009 0.006 -0.117 0.67
C -1.4677 -0.4588 4.6275 -10.892 -2.647 -1.527 0.40
C -1.9246 0.7165 3.9858 -3.275 0.653 -1.502 -1.26
C -2.3283 0.3773 2.6841 -0.447 -0.044 0.252 -0.35
H -1.9519 1.7042 4.4113 0.195 0.116 0.082 0.61
C -2.1216 -1.0146 2.5212 -0.179 -0.113 -0.070 -0.37
C -1.6079 -1.5240 3.7277 -0.948 -1.061 -0.843 -1.47
H -1.2906 -2.5366 3.8938 0.211 -0.109 0.108 0.49
H -1.0602 -0.5225 5.6224 -3.952 -2.183 5.366 0.45
H -2.7459 1.0564 1.9623 -0.024 0.075 -0.100 0.82
H -2.2733 -1.5830 1.6213 -0.146 -0.057 -0.091 0.50
O 0.7090 -1.6696 -4.6402 -0.010 0.085 -0.098 -0.37
C 0.2562 -0.5598 -5.4241 0.014 0.022 0.084 -0.37
C 0.4134 -0.9697 -6.8797 -0.059 0.021 -0.061 -0.60
H 0.8681 0.3202 -5.1960 0.037 -0.019 0.014 0.27
H -0.7748 -0.3344 -5.1495 -0.040 -0.027 0.009 0.28
C 1.6227 -1.8941 -6.8104 0.066 0.004 -0.016 -0.51
H 0.5556 -0.1188 -7.5432 0.006 0.030 0.004 0.34
H -0.4651 -1.5197 -7.2185 -0.039 -0.031 0.006 0.28
C 1.3928 -2.6027 -5.4848 0.009 -0.128 0.055 -0.47
H 2.5437 -1.3112 -6.7770 0.036 0.032 0.016 0.27
H 1.6900 -2.5838 -7.6494 -0.009 -0.030 -0.005 0.33
H 2.3178 -2.9072 -4.9939 -0.003 0.028 0.020 0.27
H 0.7707 -3.4947 -5.6191 -0.027 0.049 0.026 0.26
S 0.0000 0.0000 4.7747 9.522 -3.728 0.502 0.64
C 0.0000 0.0000 6.5847 -1.254 -0.590 12.470 -0.18
N 0.0000 0.0000 7.8457 0.886 0.481 -8.222 -0.74
```
Forces are in eV/Å.

As for the net charge: 0. Its HOMO energy is -0.194 Eh. As for the HOMO-LUMO gap: 5.5 eV.

***

4.
The following is a DFT calculation (ωB97M-V/def2-TZVPD) of C20H28AuN3O4S3 as an isolated structure.

Geometry as XYZ:
```
59
Properties=species:S:1:pos:R:3:forces:R:3:mulliken_charge:R:1
Au -0.7102 1.3128 -0.5816 0.043 0.007 -0.001 0.29
N -5.8285 2.3276 2.9699 0.006 -0.010 0.001 -0.38
C -4.5771 1.8802 2.9826 0.000 -0.012 -0.005 1.31
C -4.3092 0.5007 2.7246 0.042 -0.004 0.005 -0.74
C -3.0282 0.0518 2.7639 -0.006 0.007 0.005 -0.57
C -1.9650 0.9449 3.0498 -0.063 -0.051 0.004 -0.33
C -2.2252 2.3064 3.2996 0.040 0.051 0.029 -0.28
C -3.5027 2.7781 3.2639 0.018 -0.026 0.007 -0.64
S -0.3047 0.2843 3.1323 -0.051 0.004 -0.142 1.23
O -0.1505 -0.2991 1.7988 -0.016 -0.031 0.084 -0.42
O -0.4331 -0.6824 4.1933 0.011 0.012 -0.001 -0.69
O 0.5384 1.4301 3.3736 -0.013 0.029 0.017 -0.68
H -6.0421 3.2920 3.1707 0.001 0.001 -0.003 0.23
H -6.6027 1.7068 2.7922 -0.002 0.003 -0.001 0.24
H -5.1355 -0.1670 2.5157 0.000 -0.001 0.000 0.33
H -2.7927 -0.9902 2.5938 -0.004 -0.001 -0.002 0.47
H -1.3836 2.9469 3.5286 -0.004 0.013 -0.005 0.60
H -3.7274 3.8195 3.4587 0.014 0.001 0.007 0.33
C 1.1472 -3.6800 -3.4295 -0.007 -0.007 0.007 -0.81
C -0.3413 -3.4881 -3.1743 -0.018 0.020 -0.014 -0.83
N -0.6206 -2.7197 -1.9557 0.000 -0.006 0.015 0.20
C -0.6543 -3.4617 -0.6910 0.019 0.006 -0.008 -1.08
C 0.6236 -3.3944 0.1381 -0.028 -0.010 0.020 -0.46
C -0.7516 -1.3905 -1.9755 0.000 -0.066 0.014 1.77
C -0.7912 -0.6854 -3.2952 -0.022 0.019 -0.007 -1.85
N -0.8985 -0.6963 -0.8730 -0.005 0.034 -0.037 -0.59
H 1.2975 -4.1818 -4.3855 0.002 0.004 -0.001 0.42
H 1.6045 -4.2964 -2.6555 -0.003 0.001 0.003 0.27
H 1.6599 -2.7175 -3.4496 0.004 0.004 -0.004 0.11
H -0.8430 -4.4500 -3.0673 0.004 -0.005 -0.002 0.40
H -0.8095 -2.9907 -4.0198 0.009 -0.007 0.003 0.42
H -0.8742 -4.4968 -0.9483 -0.001 0.003 -0.005 0.42
H -1.5063 -3.1050 -0.1054 -0.007 0.001 -0.003 0.49
H 1.4767 -3.7691 -0.4263 0.002 0.010 -0.008 0.22
H 0.5030 -4.0179 1.0246 0.013 0.007 0.004 0.40
H 0.8473 -2.3834 0.4751 0.020 -0.004 -0.001 -0.02
H -1.6637 -1.0060 -3.8669 0.002 0.000 0.002 0.41
H 0.1106 -0.8881 -3.8671 0.009 0.000 0.007 0.30
H -0.8518 0.3862 -3.1309 0.003 0.000 -0.001 0.36
H -0.8004 -1.2052 -0.0037 0.001 0.005 -0.002 0.08
S -0.3144 4.6475 -0.0090 0.043 -0.011 -0.047 -0.15
C -0.5111 3.1831 -0.2956 -0.064 0.005 0.073 0.24
C 4.3001 -0.7279 -1.1267 -0.009 0.019 0.012 -1.25
S 2.5507 -0.3619 -0.9427 -0.033 -0.002 0.039 1.02
O 1.9942 -0.3410 -2.3313 0.021 -0.006 -0.041 -0.68
C 2.7441 1.3371 -0.4160 0.005 0.004 -0.030 0.07
C 3.0261 2.3240 -1.3527 0.001 0.005 0.011 -0.37
C 3.2208 3.6241 -0.9152 0.001 -0.004 -0.007 -0.69
C 3.1237 3.9252 0.4413 0.002 -0.005 0.004 -0.59
C 2.8064 2.9359 1.3611 -0.006 0.003 0.007 -0.47
C 2.6078 1.6295 0.9320 0.015 0.004 0.007 -0.32
H 4.7210 -0.0509 -1.8688 0.002 -0.004 0.000 0.39
H 4.3795 -1.7605 -1.4619 0.000 -0.001 -0.002 0.41
H 4.7917 -0.6042 -0.1626 0.005 -0.005 0.001 0.41
H 3.0870 2.0643 -2.4028 -0.002 0.000 0.000 0.44
H 3.4595 4.4032 -1.6278 -0.001 -0.001 -0.002 0.40
H 3.2957 4.9400 0.7783 -0.001 -0.001 0.002 0.45
H 2.7003 3.1678 2.4125 -0.002 -0.001 -0.001 0.45
H 2.3330 0.8589 1.6403 0.006 -0.001 -0.006 0.31
```
Forces are in eV/Å.

As for the net charge: +1. Its HOMO energy (spin up / spin down) is -0.407 / -0.407 Eh. The spin multiplicity is 2. As for the HOMO-LUMO gap (spin up / spin down): 7.6 / 5.0 eV.